This record from OMol25 describes a cluster of 2 separate species, C5H12N2O2 in total in a non-equilibrium geometry. The level of theory is ωB97M-V/def2-TZVPD.

```
21
Properties=species:S:1:pos:R:3:forces:R:3
C 2.97459 -0.60187 0.79229 -0.7139 -0.2035 -1.2558
C 1.64139 -0.34364 1.35247 1.2318 -0.4965 0.4837
O 0.84778 -1.30255 1.62747 -0.7180 -0.4743 -0.0700
N 1.26324 0.95317 1.65645 -0.5017 1.0365 -0.2798
H 3.73407 0.16514 0.93711 0.0989 0.0600 0.2518
H 2.89214 -0.73341 -0.34333 0.1315 0.3441 -0.0449
H 0.38938 1.02033 2.15744 0.2228 0.1302 0.0957
H 1.89265 1.74959 1.67634 -0.1208 -0.4953 0.1503
H 3.31009 -1.60651 1.03770 0.2128 0.0050 0.5841
C -1.02076 0.45865 -0.95089 -0.9975 0.1598 -1.0197
C -1.41136 0.70476 -2.40738 -1.1568 -0.3061 -0.8801
C -2.18877 -0.08201 -0.15449 -0.2740 -0.7097 0.7037
O -3.36469 0.24700 -0.28259 0.1106 0.3629 -0.4087
N -1.83147 -1.04617 0.72327 -0.2420 -0.5782 0.2208
H -0.28300 -0.33274 -0.94347 0.6775 0.3920 0.3098
H -0.72061 1.41215 -0.54810 0.6631 -0.0227 0.6018
H -1.91796 1.63120 -2.69491 0.3288 0.4198 0.7757
H -2.53763 -1.57533 1.21257 -0.2653 0.4999 -0.1342
H -0.88007 -1.33187 0.95559 0.7092 0.4602 -0.1170
H -2.20509 0.00862 -2.69917 0.3567 -0.4306 -0.0729
H -0.58393 0.60549 -3.10434 0.2465 -0.1534 0.1058
```
Forces are in eV/Å.

Energy relative to the best compared isomer or geometry (same formula, charge and spin) ... 0.00 kJ/mol
LUMO (alpha / beta) ... 3.86 / 3.79 eV
Molecular weight ... 132.2 g mol⁻¹
Net charge ... -1
Spin multiplicity ... 2

Table of Löwdin atomic charges, one value per atom, all in e: -0.127 -0.695 -0.222 0.073 0.041 0.004 0.056 0.038 0.050 -0.179 -0.136 -0.570 -0.011 0.160 0.101 0.098 0.062 0.099 0.043 0.066 0.049

This record from OMol25 describes a cluster of 2 separate species, C5H15NO3 in total in a non-equilibrium geometry. The level of theory is ωB97M-V/def2-TZVPD.

```
24
Properties=species:S:1:pos:R:3:forces:R:3
C -2.14237 -0.04130 -1.22427 3.2110 0.1978 -2.9529
N -0.58463 -0.15508 -1.29287 -3.1946 -0.9593 1.9960
C -0.00370 0.39087 -0.08191 -0.0340 -1.0955 1.5421
C 1.09278 -0.55318 0.36134 4.7199 -1.3956 0.9984
C 1.57032 -0.40301 1.91213 -1.0833 0.5013 -1.2464
O 0.37984 0.17323 2.49966 -0.7774 -1.3006 1.1408
C 0.63573 1.74536 -0.30880 0.9233 1.3144 1.4682
O -0.42157 2.68814 -0.65389 1.4038 -0.2592 -1.3579
H -2.45615 -0.21980 -2.24446 -0.2040 -0.1049 -0.4347
H -2.60023 -0.83804 -0.69960 -0.2782 -0.3162 1.2874
H -2.34547 0.98564 -1.05836 -0.8564 0.6707 1.0844
H -0.22649 0.32374 -2.06169 0.2861 0.8354 -1.6564
H -0.78679 0.39425 0.77924 1.1590 0.5771 -1.9482
H 1.00866 -1.65987 0.22360 -0.5614 1.6937 0.0518
H 2.04564 -0.34639 -0.24904 -1.2196 -0.0613 0.5221
H 1.78148 -1.38054 2.45208 0.0946 1.0897 -1.0119
H 2.48137 0.31694 1.97429 -1.8777 -1.0830 0.3429
H -0.39014 -0.49332 2.37618 2.2221 1.4706 0.4517
H 1.21152 2.14938 0.66018 -1.4740 -0.9222 -1.9613
H 1.47118 1.64303 -1.09368 -1.3965 0.2656 0.7493
H -0.31753 2.85072 -1.62129 -0.3041 0.0315 1.1969
H -0.97109 -1.87945 -0.13086 0.3114 1.2385 -0.9023
H 0.25652 -2.92617 -0.50551 -4.1347 1.0172 1.6071
O -0.68885 -2.76512 -0.01248 3.0648 -3.4057 -0.9672
```
Forces are in eV/Å.

Energy relative to the best compared isomer or geometry (same formula, charge and spin) ... 404.79 kJ/mol
LUMO ... 0.68 eV
Molecular weight ... 137.2 g mol⁻¹
SMILES string ... CN[C@H](CO)CCO.O

Table of Löwdin atomic charges, one value per atom, all in e: -0.041 -0.065 -0.426 -0.171 -0.199 -0.164 -0.206 -0.084 0.073 0.061 0.059 0.073 0.164 0.069 0.123 0.119 0.129 0.131 0.161 0.139 0.099 -0.057 0.133 -0.120

This record from OMol25 describes a cluster of 2 separate species, C29H30NO2 in total in a non-equilibrium geometry. The level of theory is ωB97M-V/def2-TZVPD.

```
62
Properties=species:S:1:pos:R:3:forces:R:3
C -6.13596 2.41350 0.92167 -0.1924 0.2917 0.0601
C -5.30371 1.15063 0.63355 -0.2521 -0.2882 0.0094
C -3.89823 1.65703 0.73305 0.4724 0.7474 0.2207
C -3.93605 3.04483 1.02860 -0.6698 -0.1905 -0.1451
O -5.19983 3.54290 1.15156 1.3560 -1.2139 -0.3033
C -2.75058 3.78170 1.23132 -0.4803 -0.2722 0.0009
C -1.55340 3.11117 1.10019 0.0783 0.1175 -0.5596
C -1.46841 1.74276 0.67019 0.1361 0.1388 0.3339
C -0.24085 1.05179 0.43601 -0.0756 1.5261 1.7247
C 1.02300 1.68798 0.29253 0.1315 0.1944 -0.6823
C 2.21339 0.96409 0.60464 0.3631 0.1913 0.1984
C 3.41987 1.62823 0.69273 -0.5658 0.5928 -0.1832
C 3.47423 3.02769 0.46270 0.4358 0.0491 0.1311
O 4.71177 3.56886 0.64295 -1.2610 -1.2185 -0.0940
C 5.62240 2.46445 1.00673 0.2475 0.2976 0.0004
C 4.79850 1.16426 1.04910 0.3060 -0.2908 0.0247
C 2.33894 3.76459 0.06435 0.6066 -0.4627 0.1887
C 1.16089 3.06678 -0.09391 -0.0998 -0.1370 0.5083
C -2.68797 1.01795 0.61433 -0.5950 -0.2852 0.0821
H -6.77313 2.69181 0.07432 0.1686 0.0466 0.3079
H -6.74314 2.31187 1.82907 0.1704 0.1660 -0.2739
H -5.51387 0.35755 1.36566 0.1084 0.2036 -0.2273
H -5.52280 0.74430 -0.36518 0.1144 0.1197 0.3127
H -2.81433 4.83152 1.49599 0.1343 -0.1714 0.1413
H -0.63605 3.63519 1.34985 -0.2455 -0.0559 -0.0110
H -0.24714 -0.01226 0.65353 0.0122 0.0969 -0.4466
H 2.16573 -0.09995 0.84322 -0.1180 0.2307 -0.1166
H 6.40994 2.43113 0.24337 -0.2417 0.1266 0.2546
H 6.06189 2.71261 1.98067 -0.1304 0.0325 -0.3398
H 4.84608 0.70248 2.04289 -0.0761 0.0590 -0.2361
H 5.18506 0.44121 0.31831 -0.1344 0.1143 0.2083
H 2.42562 4.83493 -0.07509 -0.0939 -0.1097 -0.2688
H 0.29026 3.60256 -0.45857 0.1728 -0.1628 -0.0558
H -2.68331 -0.06160 0.48383 0.1278 0.2767 -0.1435
C -4.26779 -2.68947 0.19626 0.0305 0.1323 -0.1714
C -3.97106 -1.92646 -0.94338 -0.1852 -0.5121 0.1966
C -2.65450 -1.63625 -1.26362 0.5975 0.0726 0.3744
C -1.59941 -2.04697 -0.41489 -0.8251 -0.0480 0.7257
C -0.24674 -1.62809 -0.70492 1.6517 -0.9539 -0.1633
C 0.83407 -2.38924 -0.26572 -1.1548 0.7270 -0.1170
N 1.96158 -2.60970 -0.94546 0.5124 0.5577 0.4207
C 2.99767 -3.52520 -0.46249 -0.2090 -0.2678 0.1236
C 4.11723 -3.45156 -1.51371 -0.0837 -0.0840 0.5112
C 3.57571 -2.62373 -2.68838 -0.0999 0.2087 -0.0981
C 2.15448 -2.16301 -2.31076 0.1049 0.0022 -0.4307
C -1.90448 -2.86898 0.70499 -0.3424 0.4947 -0.5740
C -3.23069 -3.16445 1.00941 0.1832 -0.1007 -0.2851
H -5.30039 -2.95603 0.42046 0.2577 0.1009 -0.0350
H -4.76891 -1.60430 -1.61441 0.1576 -0.0885 0.2243
H -2.39766 -1.05716 -2.15658 -0.1849 -0.1723 0.2927
H -0.07241 -0.78930 -1.38684 -0.1841 -0.8474 -0.5102
H 0.80032 -2.83413 0.73750 -0.1219 -0.5149 -0.6615
H 3.32237 -3.24434 0.55271 -0.0146 -0.0355 -0.3875
H 2.58443 -4.54848 -0.39633 0.0975 0.3447 -0.0124
H 4.99086 -2.98120 -1.06011 0.0487 -0.1019 -0.1977
H 4.38237 -4.46254 -1.82396 0.1559 0.1585 0.0178
H 4.20941 -1.75245 -2.87250 -0.0300 -0.2074 -0.1010
H 3.53807 -3.22979 -3.59483 0.0922 0.1979 0.0244
H 1.41338 -2.62662 -2.98279 -0.0454 0.1167 0.3081
H 2.02934 -1.07271 -2.40723 0.0977 -0.3275 0.1262
H -1.09095 -3.26863 1.31124 -0.3818 0.1078 -0.0353
H -3.44509 -3.82372 1.85217 -0.0349 0.2798 -0.1866
```
Forces are in eV/Å.

Energy relative to the best compared isomer or geometry (same formula, charge and spin) ... 138.07 kJ/mol
LUMO ... -4.66 eV
Molecular weight ... 424.6 g mol⁻¹
Net charge ... +1

Table of Löwdin atomic charges, one value per atom, all in e: -0.085 -0.084 -0.124 -0.174 0.019 0.041 -0.002 -0.161 0.096 -0.178 0.065 -0.135 -0.178 0.019 -0.091 -0.085 0.044 -0.005 0.069 0.129 0.130 0.130 0.123 0.130 0.112 0.100 0.128 0.131 0.131 0.129 0.125 0.131 0.119 0.102 -0.097 -0.107 -0.075 -0.270 -0.124 -0.106 -0.128 -0.139 -0.151 -0.146 -0.144 -0.038 -0.081 0.102 0.107 0.120 0.107 0.131 0.120 0.127 0.104 0.110 0.107 0.110 0.133 0.117 0.100 0.108